Molecular formula: C3H9NS
Method: DFT, the ωB97M-V functional and the def2-TZVPD basis

Atoms and positions in Å:
C1 0.20 -2.19 -0.01
C2 -0.82 -1.80 0.75
N1 -0.94 -0.50 1.30
H1 0.38 -3.23 -0.22
H2 0.90 -1.51 -0.46
H3 -1.61 -2.51 0.96
H4 -0.16 -0.28 1.91
H5 -1.83 -0.45 1.77
C3 1.48 1.42 -0.06
S1 -0.03 1.37 -1.05
H6 2.25 1.97 -0.60
H7 1.31 1.97 0.86
H8 1.90 0.45 0.15
H9 -0.71 0.61 -0.10

The total energy comes out at -572.59518 a.u. Its structure (SMILES) is C=CN.CS. The gap between HOMO and LUMO comes out at 0.340 hartree. The value obtained for the energy above the lowest of the compared OMol25 structures with the same formula, charge and spin is 117.9 kJ/mol. Its multiplicity is 1.


Molecular formula: C3H5NO
Method: DFT, the ωB97M-V functional and the def2-TZVPD basis

Atoms and positions in Å:
O1 -0.41 -1.97 0.27
C1 0.02 -0.86 0.08
C2 -0.22 0.37 0.98
C3 -0.17 1.44 -0.05
N1 0.72 -0.48 -1.02
H1 -1.19 0.23 1.47
H2 0.58 0.46 1.71
H3 -1.14 1.43 -0.56
H4 1.09 0.47 -1.04
H5 0.72 -1.08 -1.83

The total energy comes out at -247.17323 a.u. The gap between HOMO and LUMO comes out at 0.317 hartree. The value obtained for the energy above the lowest of the compared OMol25 structures with the same formula, charge and spin is 351.8 kJ/mol. Its multiplicity is 1.


Molecular formula: C19H21N3O3
Method: DFT, the ωB97M-V functional and the def2-TZVPD basis

Atoms and positions in Å:
C1 3.82 -2.50 3.86
O1 2.81 -2.96 4.73
C2 1.51 -2.84 4.21
C3 0.95 -1.40 4.41
N1 0.48 -0.82 3.18
C4 1.28 -0.08 2.38
O2 2.41 0.24 2.71
C5 0.67 0.35 1.09
C6 -0.21 -0.48 0.38
C7 -0.77 -0.10 -0.82
C8 -0.44 1.16 -1.30
C9 0.48 2.00 -0.61
C10 1.04 1.59 0.59
N2 0.67 3.15 -1.33
C11 -0.07 3.02 -2.38
N3 -0.78 1.85 -2.44
C12 -1.68 1.47 -3.44
C13 -2.90 0.89 -3.11
C14 -3.78 0.53 -4.12
C15 -3.45 0.74 -5.44
C16 -2.23 1.32 -5.79
C17 -1.86 1.55 -7.22
C18 -1.35 1.68 -4.78
O3 0.68 -3.82 4.77
C19 0.75 -3.94 6.18
H1 3.87 -3.12 2.96
H2 4.75 -2.58 4.42
H3 3.65 -1.46 3.56
H4 1.51 -3.06 3.13
H5 0.13 -1.42 5.13
H6 1.75 -0.76 4.79
H7 -0.43 -1.10 2.85
H8 -0.44 -1.47 0.76
H9 -1.42 -0.76 -1.36
H10 1.75 2.20 1.12
H11 -0.17 3.77 -3.15
H12 -3.17 0.75 -2.07
H13 -4.73 0.08 -3.86
H14 -4.14 0.45 -6.22
H15 -1.16 0.77 -7.55
H16 -2.73 1.50 -7.86
H17 -1.37 2.51 -7.35
H18 -0.40 2.12 -5.03
H19 1.76 -4.21 6.49
H20 0.06 -4.75 6.43
H21 0.45 -3.02 6.69

The total energy comes out at -1126.62084 a.u. Its structure (SMILES) is COC(CNC(=O)c1ccc2c(c1)ncn2-c1cccc(C)c1)OC. The gap between HOMO and LUMO comes out at 0.340 hartree. The value obtained for the energy above the lowest of the compared OMol25 structures with the same formula, charge and spin is 184.8 kJ/mol. Its multiplicity is 1.


Molecular formula: C2H7NO2Si
Method: DFT, the ωB97M-V functional and the def2-TZVPD basis

Atoms and positions in Å:
C1 0.45 -0.22 -1.69
Si1 -0.05 -0.53 0.11
C2 -1.53 0.57 0.67
N1 1.40 0.05 1.11
O1 1.56 1.24 1.25
O2 2.05 -0.89 1.81
H1 0.06 -1.05 -2.41
H2 0.35 0.81 -2.01
H3 1.53 -0.43 -1.49
H4 -0.01 -1.86 0.49
H5 -1.75 0.54 1.75
H6 -1.59 1.58 0.26
H7 -2.47 0.18 0.14

The total energy comes out at -575.02904 a.u. Its structure (SMILES) is C[SiH](C)[N+](=O)[O-]. The gap between HOMO and LUMO (alpha / beta) comes out at 0.378 / 0.378 hartree. The value obtained for the energy above the lowest of the compared OMol25 structures with the same formula, charge and spin is 438.5 kJ/mol. Its multiplicity is 1.


Molecular formula: C14H47N3O8
Method: DFT, the ωB97M-V functional and the def2-TZVPD basis

Atoms and positions in Å:
C1 7.83 5.08 13.86
O1 6.90 5.25 12.74
C2 7.10 6.27 11.85
C3 7.32 7.70 12.44
C4 6.29 8.03 13.46
N1 7.43 8.75 11.42
H1 7.73 4.10 14.23
H2 7.67 5.83 14.58
H3 8.86 5.17 13.46
H4 8.01 6.06 11.27
H5 6.24 6.25 11.20
H6 8.27 7.74 13.04
H7 6.29 7.30 14.36
H8 5.31 7.87 12.92
H9 6.33 9.10 13.75
H10 8.38 8.80 11.06
H11 6.81 8.59 10.64
C5 6.37 6.68 17.50
O2 7.44 7.53 17.04
C6 7.23 8.97 17.32
C7 7.90 9.43 18.64
C8 7.64 10.87 18.79
N2 9.36 9.16 18.62
H12 5.46 6.70 16.90
H13 6.17 6.92 18.53
H14 6.73 5.69 17.41
H15 7.49 9.63 16.42
H16 6.20 9.01 17.51
H17 7.37 8.83 19.40
H18 8.07 11.27 19.70
H19 6.55 11.04 18.95
H20 8.03 11.46 17.91
H21 9.34 8.12 18.43
H22 9.69 9.51 17.73
C9 5.43 7.52 7.87
O3 6.57 8.19 8.21
C10 7.72 7.83 7.42
C11 8.89 8.51 8.11
C12 8.71 10.04 8.20
N3 10.05 8.33 7.23
H23 4.61 7.94 8.45
H24 5.56 6.44 7.97
H25 5.19 7.65 6.78
H26 7.89 6.78 7.35
H27 7.60 8.15 6.43
H28 9.04 7.96 9.03
H29 9.68 10.36 8.58
H30 7.91 10.40 8.87
H31 8.61 10.43 7.19
H32 11.02 8.54 7.50
H33 9.92 8.68 6.29
C13 10.16 12.81 15.17
C14 10.55 11.38 15.57
O4 9.43 10.52 15.18
H34 9.36 13.18 15.86
H35 9.81 12.90 14.14
H36 11.01 13.48 15.22
H37 10.74 11.33 16.65
H38 11.49 10.95 15.06
H39 9.00 10.87 14.39
O5 10.31 9.71 12.05
H40 10.64 9.18 12.79
H41 9.60 10.26 12.43
O6 10.70 8.10 14.55
H42 9.94 8.43 15.02
H43 10.61 7.15 14.42
O7 7.86 14.08 12.67
H44 7.03 14.48 12.88
H45 8.40 14.78 12.26
O8 7.95 11.16 12.95
H46 7.71 10.45 12.31
H47 7.97 12.00 12.44

The total energy comes out at -1327.69475 a.u. Its structure (SMILES) is COC[C@H](C)N.COC[C@H](C)N.COC[C@H](C)N.CCO.O.O.O.O. The gap between HOMO and LUMO comes out at 0.338 hartree. The value obtained for the energy above the lowest of the compared OMol25 structures with the same formula, charge and spin is 96.1 kJ/mol. Its multiplicity is 1.


Molecular formula: C20H22BCl4NO
Method: DFT, the ωB97M-V functional and the def2-TZVPD basis

Atoms and positions in Å:
Cl1 -0.12 2.56 2.96
B1 1.00 2.17 1.50
Cl2 0.25 3.14 -0.01
Cl3 2.75 2.78 1.70
O1 0.99 0.77 1.30
C1 0.68 0.10 0.10
C2 1.38 -1.25 0.25
C3 2.51 -1.52 -0.51
C4 3.03 -2.81 -0.53
C5 2.48 -3.79 0.31
Cl4 3.04 -5.40 0.20
C6 1.47 -3.45 1.23
C7 0.94 -2.16 1.22
H1 1.11 0.63 -0.76
H2 2.93 -0.72 -1.12
H3 3.86 -3.06 -1.19
H4 1.12 -4.19 1.93
H5 0.19 -1.84 1.95
C8 -5.32 -2.05 -1.49
C9 -4.68 -1.63 -0.17
C10 -3.60 -0.57 -0.33
N1 -2.63 -0.87 -1.40
C11 -1.39 -0.39 -1.36
C12 -0.83 0.06 -0.06
C13 -0.65 -0.20 -2.62
C14 0.52 -0.95 -2.84
C15 1.34 -0.71 -3.94
C16 0.93 0.19 -4.93
C17 -0.31 0.83 -4.80
C18 -1.08 0.66 -3.66
C19 -3.19 -1.34 -2.68
C20 -4.25 -2.43 -2.51
H6 -5.99 -2.90 -1.33
H7 -5.92 -1.22 -1.88
H8 -5.45 -1.23 0.51
H9 -4.25 -2.51 0.33
H10 -4.08 0.41 -0.54
H11 -3.11 -0.47 0.64
H12 -1.14 1.12 0.02
H13 -1.26 -0.51 0.77
H14 0.75 -1.76 -2.15
H15 2.31 -1.21 -4.01
H16 1.57 0.37 -5.80
H17 -0.67 1.48 -5.61
H18 -2.04 1.18 -3.55
H19 -3.64 -0.48 -3.21
H20 -2.40 -1.75 -3.31
H21 -3.76 -3.36 -2.22
H22 -4.71 -2.59 -3.49

The total energy comes out at -2771.05192 a.u. The gap between HOMO and LUMO comes out at 0.261 hartree. The value obtained for the energy above the lowest of the compared OMol25 structures with the same formula, charge and spin is 0.0 kJ/mol. Its multiplicity is 1.


Which formula does entry 6 have? C20H22BCl4NO